Below is a structure of composition C32H22N12NiOSe, with properties calculated with ωB97M-V with the def2-TZVPD basis set.

- HOMO level (spin up / spin down) (eV) = -13.156 / -13.156
- E_tot (a.u.) = -5874.24865
- charge = +2
- HOMO-LUMO gap (spin up / spin down) (Ha) = 0.2191 / 0.2189

Each line ends with the Mulliken charge.
Element x y z (Å)
C -1.277 -1.993 -0.421  -0.27
N -1.388 -3.104 0.292  0.87
H 0.631 3.956 -0.303  0.53
H 2.909 -0.443 1.404  0.59
H -1.959 0.119 5.488  0.56
N -0.197 1.194 -1.996  -0.19
N 3.996 -0.414 -1.226  0.84
N -1.500 -0.613 -3.345  -0.27
C -1.053 -1.580 2.699  -0.14
C -1.499 1.470 -2.221  0.31
H -0.211 -1.654 2.022  0.88
H -1.895 -1.122 -0.278  0.57
H -4.098 -2.904 3.332  0.48
C 0.177 -3.396 -1.059  -0.52
N -0.461 -4.003 -0.094  -0.99
C -2.113 2.632 -1.775  0.57
C -2.173 -2.379 2.536  0.74
N 0.414 1.088 4.792  -0.45
N 4.048 0.468 -2.248  -0.77
C 3.307 1.214 2.680  -0.21
H 3.963 2.887 3.849  0.57
Ni 0.235 -0.681 -2.586  -0.51
C 4.780 0.503 0.910  1.16
C 2.063 1.035 3.425  0.66
C 5.078 -0.440 -0.231  -1.26
H 6.081 3.142 2.581  0.43
H -5.183 -0.266 -4.412  0.58
C -0.005 3.266 -0.838  -1.00
C 0.180 0.195 3.899  0.60
H -1.787 4.467 -0.708  0.58
H 2.556 -1.810 -0.514  0.65
N -4.219 3.857 -1.719  -0.83
C -4.146 -0.369 -4.119  -0.43
C 4.201 2.227 3.025  -1.02
C 5.381 2.363 2.315  -0.75
H 5.195 -1.470 0.107  0.31
H 6.596 1.627 0.705  0.43
C -3.554 0.626 -3.336  0.35
C -3.391 -1.457 -4.509  -0.84
C 2.832 -1.040 -1.215  -0.13
H 2.620 0.888 -3.721  0.44
C 3.603 0.357 1.631  0.10
C 5.671 1.508 1.256  -0.82
H -2.074 -4.391 1.725  0.35
O 1.178 0.103 2.980  -0.20
C -2.222 0.468 -2.981  0.21
N -5.491 2.087 -3.117  -0.82
Se -5.863 3.645 -2.354  0.37
H -3.319 -3.368 1.013  0.48
N 2.095 -0.602 -2.237  0.14
C -4.233 1.831 -2.871  0.72
C 2.896 0.334 -2.839  -0.51
C -3.526 2.815 -2.095  0.79
H -3.955 -1.335 5.221  0.42
H -1.451 -2.401 -4.370  0.49
H -3.810 -2.238 -5.127  0.46
C -2.067 -1.554 -4.096  -0.15
N 1.654 1.639 4.481  -0.45
H 1.574 1.828 -1.151  0.32
C -3.140 -1.397 4.513  -0.68
C -2.030 -0.583 4.668  -0.91
H 5.977 -0.145 -0.765  0.41
H 0.987 -3.855 -1.603  0.52
C -3.218 -2.283 3.449  -0.97
C -2.301 -3.375 1.405  -0.95
C -1.335 3.552 -1.066  -0.57
N -0.283 -2.131 -1.294  0.10
C -0.986 -0.674 3.754  -0.12
C 0.533 2.074 -1.318  0.13